Entry 1:
The following is a quantum chemistry calculation of a 11-piece molecular cluster, C29H80O11 overall in a non-equilibrium geometry, from OMol25.

Calculated values
HOMO energy = -9.15 eV
Structure (SMILES) = CC(C)O.CC(C)O.CC(C)O.CC(C)O.CC(C)O.CC(C)O.CC(C)O.CC(C)O.CC(C)O.CO.CO
HOMO-LUMO gap = 9.4051 eV
Electronic energy = -53881.62943 eV
Energy above the lowest of the compared OMol25 structures with the same formula, charge and spin = 260.8 kcal per mole

Geometry as XYZ:
```
120
Properties=species:S:1:pos:R:3:mulliken_charge:R:1
O -10.90900 0.49400 7.83600 -0.403
O -16.26500 1.33000 4.81900 -0.574
O -13.26700 0.06400 12.40400 -0.528
O -12.09600 5.68500 10.20700 -0.706
O -16.22300 5.40900 5.76100 -0.516
O -8.55600 2.55600 10.54000 -0.484
O -10.05700 6.40600 6.87100 -0.510
O -11.48200 3.83800 1.95600 -0.612
O -16.42400 4.33000 12.66100 -0.573
O -12.10200 4.76900 7.47600 3.955
O -10.20200 4.96500 4.40200 -0.442
C -12.91400 0.18200 7.10700 -0.542
C -9.71200 5.82500 10.16000 -2.160
C -9.49200 3.99200 4.73600 0.532
C -7.97100 2.74700 9.45600 0.361
C -12.57800 1.33800 10.68600 -0.481
C -12.43800 0.99500 12.19600 0.413
C -14.72700 7.05700 6.28300 -1.858
C -15.15200 5.62700 6.32000 2.808
C -15.03000 3.97400 10.82700 -0.502
C -11.01800 0.65100 12.60900 -1.645
C -11.02900 5.05800 10.40800 2.803
C -12.65900 3.79800 2.32400 0.098
C -14.67500 5.61400 12.61600 -1.363
C -12.95000 4.75900 3.43700 -0.371
C -11.58100 -0.41900 7.36600 0.624
C -10.92400 -1.05000 6.11400 -1.610
C -11.52300 7.60400 5.55700 -0.979
C -10.25800 2.73400 4.81900 -0.050
C -13.02100 2.39800 2.73100 -1.031
C -10.57700 7.54500 6.72000 0.523
C -8.71200 3.16700 8.17300 -0.590
C -8.29400 3.94400 3.71500 -1.872
C -15.30100 5.19700 7.79800 -1.701
C -15.24600 4.26100 12.25500 0.327
C -11.07000 4.42800 11.74300 -0.948
C -11.46900 7.89100 7.94300 -1.095
C -15.39700 2.30500 5.22600 -0.312
C -12.52600 3.41100 7.44000 0.434
C -6.71500 3.55100 9.58300 -1.599
H -12.65000 4.51400 4.37800 -0.411
H -5.94100 2.99900 10.07100 0.459
H -12.21600 0.53400 10.03800 0.511
H -10.62300 0.30100 8.72200 0.149
H -15.42300 3.09200 4.49200 0.205
H -16.75800 3.42400 12.69200 0.421
H -13.25000 3.21000 8.27600 -0.468
H -10.71900 5.85200 7.24700 -0.357
H -12.66600 2.12400 3.75100 -0.322
H -9.10300 4.26600 5.71800 0.222
H -14.00600 3.96800 10.48700 -0.167
H -10.70000 -0.25800 12.14900 0.413
H -14.39600 1.96000 5.25000 -0.116
H -15.58900 2.76800 6.18700 0.358
H -15.37900 7.69200 6.85100 0.504
H -7.64500 1.72000 9.23100 0.430
H -15.62300 4.67700 10.19200 0.279
H -9.67100 6.74500 10.77400 0.478
H -9.24500 4.08000 8.09900 -0.057
H -9.77100 8.27600 6.53200 0.483
H -9.53400 2.44200 8.09500 -0.450
H -15.29200 2.96000 10.62400 0.463
H -14.40700 5.00500 5.86200 -1.731
H -14.07400 4.84800 3.55000 0.546
H -9.54400 6.16000 9.18700 0.361
H -15.57200 4.18900 7.85600 0.599
H -16.19600 0.59000 5.45900 0.351
H -13.34600 0.76000 7.91200 0.081
H -14.08300 2.30200 2.79900 0.482
H -10.99400 4.19700 9.69800 -2.130
H -16.07000 5.74500 8.31100 0.804
H -13.58100 1.39800 10.33200 0.415
H -11.68000 2.73400 7.56100 0.741
H -10.92700 4.13400 2.69900 0.291
H -12.68400 5.78500 3.25400 0.364
H -12.02000 3.90600 11.90700 -0.182
H -12.27000 6.75200 5.55600 -0.321
H -10.23400 3.77200 11.92800 0.378
H -11.96700 4.97800 8.41600 -1.635
H -10.96600 7.44200 4.67300 0.344
H -7.59000 3.20200 3.98400 0.426
H -15.33700 6.39200 12.24600 0.415
H -10.82700 0.59400 13.68100 0.482
H -12.01200 6.47400 10.78200 0.603
H -14.47600 5.72800 13.69200 0.329
H -14.60200 7.43700 5.25100 0.357
H -8.12300 2.99300 7.30900 1.031
H -10.67000 5.25100 5.17500 -0.522
H -13.84400 7.12200 6.86000 0.090
H -12.01700 8.54500 5.45100 0.607
H -13.23200 4.12600 1.51900 0.648
H -9.72400 1.99800 5.47800 0.496
H -13.58800 -0.71200 6.90700 0.509
H -10.94600 -0.28400 5.31300 0.143
H -11.47600 -1.88900 5.73400 0.446
H -9.95700 -1.40500 6.41900 0.436
H -11.97600 2.21600 10.47300 -0.270
H -13.76600 5.70200 12.04300 0.165
H -10.47400 1.48600 12.26500 0.312
H -11.62500 -1.26100 8.06400 0.370
H -12.87000 0.74800 6.22400 -0.321
H -13.04200 3.22000 6.51800 -0.777
H -12.93700 -0.43600 13.16300 0.445
H -8.54000 3.70800 2.65500 0.287
H -11.87600 8.90200 7.82800 0.491
H -6.75900 4.55300 10.03100 0.278
H -12.24400 7.12200 8.16800 -0.067
H -14.41500 5.37800 8.37200 0.053
H -8.85000 5.25400 10.59600 0.253
H -7.77200 4.95700 3.64400 0.354
H -10.80900 7.80700 8.81100 0.199
H -12.82500 1.80800 12.78300 -0.159
H -12.75200 1.70300 1.95300 0.422
H -11.24100 2.81600 5.26700 -0.662
H -14.79500 3.48800 12.84800 0.339
H -6.37100 3.63100 8.54600 0.361
H -10.40600 2.35900 3.79400 0.668
H -9.47800 2.26300 10.35900 0.096
H -10.87400 5.16600 12.55000 0.519
H -16.92500 5.97600 6.13900 0.535
```

=====

Entry 2:
The following is a quantum chemistry calculation of a 14-piece molecular cluster, C29H81F3O15 overall in a non-equilibrium geometry, from OMol25.

Calculated values
HOMO energy = -0.13 eV
Net charge = -2
HOMO-LUMO gap = 3.4160 eV
Electronic energy = -70246.01166 eV
Energy above the lowest of the compared OMol25 structures with the same formula, charge and spin = 0.0 kcal per mole

Geometry as XYZ:
```
128
Properties=species:S:1:pos:R:3:mulliken_charge:R:1
F 2.19357 -0.35284 -0.00258 0.116
F 2.23801 -2.06120 1.21925 -0.363
F 0.90084 -2.03471 -0.47812 -0.043
O -0.42766 -1.50709 2.37781 -1.267
O -0.42667 1.53444 4.46098 -0.377
O 3.39243 -6.21987 -1.27394 -0.578
O -3.33357 -0.40507 1.68359 -0.652
O 1.76574 0.30967 -6.29750 -0.534
O 2.07585 2.21678 3.56205 -0.598
O 6.08766 2.23703 -1.28090 -0.587
O -1.81638 -3.90734 1.46361 -0.635
O 2.29422 -0.20503 5.26165 -0.926
O -4.35080 3.71069 -3.10781 -0.567
O 0.66309 4.84884 -1.69180 -0.541
O 1.25903 -3.67598 5.06436 -0.427
O -0.71648 0.01045 0.73034 1.766
O -2.64903 -1.89424 -4.73083 -0.648
O -5.11968 4.43095 2.28175 -0.568
C -3.81980 -0.94828 0.41885 1.634
C -4.00826 4.77440 0.22088 -0.824
C 5.18972 1.24599 -0.80100 0.441
C 3.42400 -0.75123 4.63648 -0.043
C -1.62769 -5.90007 0.08869 -1.663
C -4.76086 3.74667 1.10436 -0.006
C -1.48907 2.92983 2.93702 0.476
C 3.62743 -5.25383 -0.26094 0.034
C 5.40166 -0.08366 -1.51467 -0.748
C 3.87926 -3.90529 -0.92944 -0.773
C 2.98185 2.31921 2.51240 0.751
C -1.67019 -1.60113 -2.57548 0.861
C -0.30612 1.11424 -0.07545 -0.251
C -5.95557 1.91071 -3.09044 -1.435
C -5.34725 -1.12755 0.47695 -1.654
C 1.38938 -1.31626 0.53142 -0.036
C 1.73993 -5.25620 3.32991 -0.444
C -2.75784 -1.13689 -3.52353 -0.387
C -1.57808 1.88878 -0.37829 -0.087
C 1.64188 0.00824 -3.97469 -0.345
C 0.26682 -0.72934 1.45587 1.021
C 2.38568 3.26381 -2.02251 -0.069
C 2.55317 0.41690 -5.11759 -0.529
C -1.24065 2.67529 4.41228 -0.625
C -4.64428 2.47645 -2.47405 1.237
C 0.77523 -4.84779 4.41233 -0.354
C 2.86538 3.67771 1.80650 -1.274
C 1.14037 3.88022 -2.65658 -0.300
C -1.28011 -4.44401 0.27445 1.675
H 2.81708 1.47926 1.83418 -0.421
H -2.14521 2.48123 4.98914 0.304
H 3.47435 -0.16763 -5.12599 0.265
H -0.18888 -4.55646 3.99517 0.147
H -5.71068 -1.49449 -0.48452 0.374
H -0.61083 3.15210 2.33102 -0.098
H -1.21003 -6.28048 -0.84507 0.386
H 1.43380 -6.09807 2.70659 0.376
H -1.26804 2.91945 -0.55697 0.416
H 0.88604 0.78614 -3.86675 0.055
H 4.34822 -0.26053 4.96055 0.337
H -2.00074 1.50274 -1.30729 -0.198
H -6.82349 2.53318 -2.86939 0.384
H -3.49863 5.55285 0.78815 0.392
H -2.65346 -0.09233 -3.82092 0.287
H 3.27414 -7.05646 -0.81744 0.305
H 0.39017 1.85868 4.06479 0.380
H -0.19404 -4.37066 0.34663 -0.261
H -0.13684 5.21287 -2.08063 0.301
H 0.21617 0.82988 -0.99073 -0.195
H -1.67430 -3.91421 -0.59463 -0.515
H -2.38839 1.85991 0.34894 -0.385
H -3.34808 -1.92591 0.31189 -0.323
H 1.37847 4.28630 -3.64109 0.427
H -4.70756 5.20251 -0.49793 0.415
H 1.89456 -4.47072 2.58922 -0.197
H 4.00917 2.14588 2.83985 0.469
H -1.72203 -1.11081 -1.60277 -0.326
H 3.36445 -0.61212 3.55239 -0.361
H 3.57666 -1.81952 4.81787 0.091
H 5.24947 0.00537 -2.59061 0.242
H 3.24902 3.92867 -2.03009 0.512
H 2.75277 -5.21601 0.38931 -0.002
H -6.17810 0.89446 -2.76387 0.296
H 1.16635 -0.95596 -4.15398 0.485
H -1.93862 -1.55676 -5.28152 0.333
H 2.21308 2.97888 -0.98476 -0.477
H -2.18804 3.76553 2.85778 0.226
H -4.11692 3.59302 -4.03116 0.326
H -1.21368 -6.55653 0.85542 0.342
H -5.94793 -0.22758 0.61309 0.335
H -1.99376 2.06089 2.51438 -0.371
H -0.67540 3.47634 4.89365 0.336
H 2.05554 0.92075 -6.97896 0.296
H 2.55270 2.34043 -2.57824 -0.045
H 0.40804 3.09454 -2.84892 0.094
H -4.09591 2.93354 1.39357 -0.031
H 0.73078 0.08911 2.01443 -0.610
H 0.58577 -5.65863 5.11833 0.331
H -3.83928 1.76550 -2.66062 -0.419
H -3.78005 -1.35654 -3.21570 0.187
H -1.80945 -2.66870 -2.40667 0.139
H 3.92365 -3.17871 -0.11785 0.092
H -0.70201 -1.38773 -3.02776 -0.519
H 4.68089 -0.77128 -1.07163 -0.042
H 1.80650 3.91565 1.70394 0.196
H 3.39742 4.43869 2.37809 0.428
H 5.38847 1.17482 0.26916 0.393
H 2.73080 -5.45247 3.74214 0.371
H 4.83566 -3.93132 -1.45250 0.451
H -3.20954 4.27225 -0.32608 0.020
H 2.00663 -3.94223 5.60558 0.247
H -2.67673 -6.19278 0.02797 0.366
H -2.37214 -0.40581 1.60116 0.113
H 6.42452 -0.43242 -1.37035 0.340
H 3.32662 3.68502 0.81849 0.206
H 3.12321 -3.55990 -1.63410 0.212
H 2.89402 1.41883 -4.85082 0.317
H -5.67844 5.16116 2.00412 0.309
H 4.12564 1.47561 -0.86350 -0.380
H -1.29596 -3.13951 1.73389 0.259
H 6.74051 2.45096 -0.61160 0.350
H 4.50190 -5.59286 0.29621 0.310
H 0.38925 1.75014 0.47615 -0.546
H 2.22193 -0.10481 -3.05828 -0.003
H 2.26368 1.37797 4.00522 -0.115
H -5.58928 -1.86001 1.24689 0.364
H -5.97855 1.89476 -4.18114 0.376
H -5.62196 3.38278 0.54215 0.347
H -3.57092 -0.31952 -0.43776 -0.430
H -4.86035 2.58745 -1.41255 -0.237
```